Entry from OMol25: a molecular structure, C33H57N4OP2Ti at a distorted geometry (wB97M-V/def2-TZVPD).

Results
Charge ... +3
DFT total energy ... -84822.9263 eV
Orbital gap (spin up / spin down) ... 0.2301 / 0.2292 hartree
Lowest unoccupied orbital energy (spin up / spin down) ... -11.2 / -11.2 eV

Element x y z (Å)
H -2.913 2.976 1.765
C -3.089 0.198 0.841
C -3.747 -0.731 2.747
H -5.660 1.354 1.165
H 4.300 -2.000 -3.410
C -2.391 -0.825 2.658
H -2.606 3.593 3.399
C 2.645 2.742 1.176
C 1.863 3.001 -1.204
H 0.226 -0.943 -4.241
O 0.853 0.266 3.737
H 1.035 -2.667 2.643
H -0.378 -5.395 0.449
H 0.815 5.384 -0.216
H -2.474 -4.686 0.609
H -1.656 2.895 -3.430
H 5.112 -2.302 -1.137
C 0.137 -4.824 1.227
C -2.637 -3.631 0.360
H -1.998 1.990 2.940
H 1.440 -4.547 -1.276
N -4.170 -0.085 1.587
C 3.764 0.359 -2.291
C -2.524 -2.112 -1.636
H -1.641 5.138 0.647
H 1.588 5.263 1.399
H -2.740 -1.215 -1.039
H -1.691 -1.254 3.356
H -4.430 -1.046 3.516
H -2.462 -3.033 1.264
H 3.533 3.399 1.181
C -1.222 5.114 1.662
H -1.983 -1.813 -2.540
H -1.350 -5.291 -1.255
N -1.981 -0.228 1.467
H 0.856 -5.505 1.708
Ti 0.034 0.127 0.707
H -0.371 5.803 1.712
H 2.323 -2.154 1.531
H 2.372 -3.781 2.251
C 4.528 -1.468 -0.721
C -1.330 -4.312 -1.753
H -0.893 1.148 -5.097
H 2.576 -1.609 -3.613
C -1.749 -3.156 -0.817
P -0.099 2.634 0.775
H 0.834 -2.350 -2.302
H -6.213 -0.109 2.031
H -0.341 -4.172 -2.212
C -5.541 0.261 1.246
H 2.311 2.635 2.220
C 3.427 -1.018 -1.716
H -3.139 0.719 -0.108
H 2.967 0.693 -2.971
H 1.038 4.230 3.111
H 1.181 3.501 -1.906
C -0.870 3.687 2.129
H -0.984 3.836 -1.158
C -1.193 1.962 -3.119
H -1.989 5.516 2.341
C 2.076 -0.903 -0.962
C -0.775 0.996 -4.027
H 3.079 -2.991 -2.596
C -0.162 -0.170 -3.569
C -0.970 1.759 -1.759
C 1.616 4.905 0.363
H 5.224 -0.641 -0.531
N -0.504 0.571 -1.329
H 1.799 1.918 -1.365
C 0.542 0.251 2.605
C 3.328 -1.970 -2.900
C 1.704 -3.005 1.840
H 3.902 1.101 -1.495
C 0.092 3.720 3.330
C 1.924 -4.119 -0.386
H -0.585 -4.508 1.990
H -5.829 -0.193 0.284
H 0.313 2.708 3.697
C 0.682 -1.536 -1.583
C -1.187 2.845 -0.716
C -0.035 -0.353 -2.200
N 1.898 -0.283 0.122
H 2.573 5.245 -0.066
H 2.889 3.315 -1.452
H -0.400 4.275 4.144
H -2.050 -4.366 -2.586
C 1.570 3.371 0.257
H -3.491 -2.542 -1.944
P -0.230 -2.322 -0.078
H 2.546 -4.909 0.069
H 4.113 -1.781 0.247
H 2.600 -3.309 -0.693
H 4.698 0.301 -2.867
H 2.941 1.743 0.820
H -2.244 2.849 -0.395
C 0.922 -3.630 0.667
H -3.699 -3.511 0.100
C -2.173 3.008 2.574